{
  "formula": "C4H12N2O",
  "method": "ωB97M-V/def2-TZVPD",
  "symbols": ["C", "C", "O", "C", "C", "N", "H", "H", "H", "H", "H", "H", "H", "H", "H", "N", "H", "H", "H"],
  "positions_angstrom": [[-0.501, 1.864, 0.504], [-0.390, 0.343, 0.445], [-1.170, -0.306, 1.183], [1.079, -0.186, 0.450], [1.092, -1.646, 0.011], [2.022, 0.585, -0.339], [0.173, 2.298, 1.244], [-1.512, 2.141, 0.801], [-0.246, 2.270, -0.476], [1.439, -0.139, 1.488], [0.680, -1.727, -0.995], [2.109, -2.032, 0.003], [0.481, -2.236, 0.689], [2.126, 1.529, 0.009], [1.729, 0.616, -1.309], [-2.138, -1.028, -0.924], [-1.483, -0.023, -1.157], [-2.803, -0.513, -0.338], [-2.689, -1.808, -1.289]],
  "forces_ev_per_a": [[-0.8, -0.1, -1.4], [0.6, -0.4, 6.7], [1.4, 1.6, -2.0], [-0.1, -0.7, -1.3], [0.0, 0.1, 0.1], [0.1, 0.0, -0.1], [0.2, -0.4, 0.0], [0.0, 0.0, -0.2], [-0.1, 0.5, 0.1], [-0.5, 0.2, -0.1], [0.0, -0.1, 0.0], [0.1, 0.0, 0.0], [-0.1, -0.1, -0.1], [0.0, 0.0, -0.1], [0.2, 0.1, 0.0], [0.6, 3.5, 1.3], [-2.7, -4.7, -1.1], [0.3, -0.6, 0.2], [0.9, 1.0, -1.8]],
  "lowdin_charge": [-0.035, -0.431, -0.003, -0.402, -0.065, 0.031, 0.090, 0.084, 0.072, 0.153, 0.070, 0.075, 0.077, 0.065, 0.079, -0.024, 0.145, -0.002, 0.021],
  "smiles": "CC(=O)[C@@H](C)N.N",
  "homo_ev": -8.88,
  "lumo_ha": -0.003,
  "e_above_lowest_kj_mol": 376.8,
  "gap_ha": 0.324
}

{
  "formula": "C23H44NO10",
  "method": "ωB97M-V/def2-TZVPD",
  "symbols": ["C", "C", "O", "O", "C", "C", "N", "C", "O", "O", "H", "H", "H", "H", "H", "H", "H", "H", "C", "C", "O", "C", "H", "H", "H", "H", "H", "H", "C", "C", "O", "C", "H", "H", "H", "H", "H", "H", "C", "C", "O", "C", "H", "H", "H", "H", "H", "H", "C", "C", "O", "C", "H", "H", "H", "H", "H", "H", "C", "C", "O", "C", "H", "H", "H", "H", "H", "H", "C", "C", "O", "C", "H", "H", "H", "H", "H", "H"],
  "positions_angstrom": [[3.669, -1.332, 3.839], [3.841, 0.236, 4.175], [3.061, 0.736, 5.017], [4.863, 0.931, 3.505], [4.376, 2.188, 2.939], [4.836, 2.152, 1.387], [6.308, 2.024, 1.231], [4.182, 0.790, 0.799], [4.934, -0.155, 0.393], [2.817, 0.669, 0.760], [2.994, -1.831, 4.620], [3.243, -1.426, 2.785], [4.738, -1.759, 3.875], [3.242, 2.291, 3.047], [4.883, 3.068, 3.484], [4.423, 3.061, 0.843], [6.792, 1.863, 2.119], [6.715, 2.790, 0.689], [-1.803, 1.653, 0.119], [-1.074, 2.024, 1.383], [-1.450, 2.953, 2.083], [0.132, 1.204, 1.743], [-2.653, 2.326, -0.020], [-1.135, 1.752, -0.735], [-2.175, 0.630, 0.193], [0.886, 1.283, 0.955], [-0.158, 0.160, 1.887], [0.560, 1.580, 2.675], [-1.222, -0.716, -4.446], [-0.496, -0.339, -3.182], [-0.872, 0.589, -2.489], [0.714, -1.152, -2.808], [-2.072, -0.045, -4.589], [-0.552, -0.621, -5.303], [-1.593, -1.741, -4.368], [1.470, -1.076, -3.592], [0.428, -2.196, -2.660], [1.136, -0.768, -1.876], [-3.787, -4.395, -3.809], [-2.321, -4.737, -3.825], [-1.489, -3.942, -4.224], [-1.923, -6.102, -3.329], [-3.926, -3.382, -4.193], [-4.334, -5.087, -4.443], [-4.167, -4.437, -2.787], [-2.392, -6.872, -3.945], [-2.221, -6.219, -2.285], [-0.839, -6.210, -3.398], [6.708, 2.127, 6.986], [7.170, 3.305, 6.171], [7.594, 3.163, 5.042], [7.085, 4.667, 6.809], [6.826, 1.213, 6.400], [7.311, 2.042, 7.893], [5.653, 2.243, 7.244], [7.705, 4.695, 7.708], [6.047, 4.896, 7.059], [7.451, 5.419, 6.107], [-7.750, -7.371, -4.439], [-7.266, -6.049, -3.903], [-6.079, -5.816, -3.775], [-8.308, -5.028, -3.532], [-6.892, -8.007, -4.663], [-8.370, -7.870, -3.691], [-8.319, -7.213, -5.358], [-8.953, -5.424, -2.745], [-8.901, -4.767, -4.411], [-7.815, -4.127, -3.162], [-3.225, 5.951, 0.033], [-3.732, 5.664, -1.355], [-4.886, 5.891, -1.668], [-2.754, 5.084, -2.342], [-4.036, 6.365, 0.635], [-2.877, 5.027, 0.502], [-2.413, 6.680, -0.011], [-2.387, 4.121, -1.979], [-1.922, 5.775, -2.491], [-3.256, 4.928, -3.300]],
  "forces_ev_per_a": [[1.2, 1.0, 0.0], [-1.9, -0.5, 1.5], [2.6, -0.7, -2.7], [-2.6, -0.8, 1.0], [0.3, 1.5, -1.0], [-0.5, -1.2, 0.7], [-0.5, 0.9, 0.3], [-2.8, -2.8, -1.6], [-1.3, 2.7, 1.2], [4.6, 1.4, 0.7], [1.1, 1.0, -1.2], [0.7, 0.2, 1.3], [-1.7, 0.3, -0.3], [1.7, -0.4, -0.3], [-0.6, -1.4, -0.7], [0.4, -1.1, 0.7], [-0.2, 0.3, -0.6], [-0.2, -0.4, 0.7], [-0.2, 0.5, 0.1], [0.0, 0.1, 0.7], [0.0, -0.1, -0.4], [-0.4, 0.5, 0.2], [0.0, -0.1, 0.1], [-0.1, -0.3, 0.1], [0.2, 0.0, -0.2], [0.1, -0.3, 0.1], [0.1, 0.0, -0.2], [0.0, 0.0, -0.1], [-0.4, 0.3, 0.0], [0.0, 0.4, 0.3], [0.1, -0.4, -0.6], [0.0, 0.3, 0.4], [0.1, 0.0, 0.0], [0.0, -0.2, 0.0], [0.3, 0.0, -0.2], [-0.1, -0.2, 0.0], [0.1, 0.0, -0.2], [0.0, 0.0, -0.1], [0.6, 0.5, -0.2], [0.3, 0.6, -0.2], [-0.2, -0.5, 0.2], [0.4, 0.0, -0.1], [0.1, -0.1, 0.1], [0.1, 0.0, 0.2], [-0.1, -0.2, -0.1], [-0.1, 0.0, 0.2], [-0.2, -0.1, -0.1], [-0.1, 0.0, 0.0], [0.1, -0.3, -0.2], [0.2, -0.2, -0.7], [-0.1, 0.1, 0.5], [0.1, 0.3, -0.3], [0.0, 0.1, 0.0], [-0.2, 0.1, 0.1], [0.1, 0.0, 0.1], [-0.2, 0.0, 0.1], [0.1, 0.0, 0.2], [0.0, -0.1, 0.1], [0.3, -0.2, -0.1], [0.6, 0.1, 0.1], [-1.2, -0.5, 0.1], [0.3, 0.3, 0.1], [-0.1, 0.1, 0.0], [-0.2, 0.1, -0.1], [-0.2, -0.1, 0.1], [-0.1, 0.0, -0.2], [-0.1, -0.1, 0.1], [0.0, -0.1, -0.1], [-0.3, 0.1, 0.1], [-0.6, 0.2, -0.1], [0.4, -0.1, 0.1], [-0.3, -0.1, -0.3], [0.1, 0.0, -0.1], [0.2, 0.1, 0.0], [0.1, -0.2, 0.0], [0.2, 0.1, 0.0], [0.1, -0.2, 0.1], [0.0, 0.0, 0.1]],
  "lowdin_charge": [0.004, -0.426, 0.018, -0.068, -0.127, -0.254, 0.023, -0.563, -0.088, -0.202, 0.082, 0.091, 0.089, 0.128, 0.124, 0.140, 0.064, 0.059, -0.037, -0.495, 0.022, -0.032, 0.066, 0.056, 0.086, 0.053, 0.088, 0.078, -0.025, -0.477, 0.040, -0.005, 0.078, 0.086, 0.047, 0.088, 0.079, 0.088, -0.032, -0.481, 0.045, -0.021, 0.086, 0.059, 0.088, 0.084, 0.086, 0.082, -0.023, -0.507, 0.061, -0.031, 0.085, 0.080, 0.089, 0.080, 0.085, 0.080, -0.022, -0.475, 0.035, -0.017, 0.084, 0.086, 0.086, 0.087, 0.087, 0.087, -0.019, -0.504, 0.044, -0.019, 0.081, 0.075, 0.086, 0.077, 0.086, 0.081],
  "homo_ev": -4.14,
  "total_charge": -1,
  "lumo_ha": 0.060,
  "gap_ha": 0.212
}

{
  "formula": "C28H37ClN4OsP2",
  "method": "ωB97M-V/def2-TZVPD",
  "symbols": ["Os", "C", "C", "C", "C", "C", "C", "C", "C", "C", "H", "H", "H", "H", "H", "H", "H", "H", "H", "H", "H", "H", "H", "H", "H", "P", "P", "N", "N", "N", "N", "C", "C", "C", "C", "C", "C", "C", "C", "C", "C", "C", "C", "C", "C", "C", "C", "C", "C", "H", "H", "H", "H", "H", "H", "H", "H", "H", "H", "H", "H", "H", "H", "H", "H", "H", "H", "H", "H", "Cl", "C", "H", "H"],
  "positions_angstrom": [[0.104, -0.626, 4.018], [-0.830, 1.313, 4.527], [-1.445, 0.618, 3.430], [-1.127, 0.978, 2.019], [0.161, 0.445, 1.350], [1.204, -0.066, 2.303], [1.662, 0.774, 3.375], [1.278, 2.255, 3.476], [0.008, 2.555, 4.282], [1.407, -1.243, 5.399], [-1.412, 1.330, 5.458], [-2.443, 0.187, 3.575], [-1.092, 2.075, 1.964], [-1.992, 0.585, 1.465], [-0.070, -0.351, 0.626], [0.572, 1.277, 0.760], [1.922, -0.818, 1.959], [2.669, 0.547, 3.771], [1.216, 2.718, 2.476], [2.094, 2.776, 3.995], [0.277, 2.974, 5.263], [-0.592, 3.342, 3.804], [1.139, -0.750, 6.342], [2.410, -0.957, 5.088], [1.335, -2.327, 5.524], [1.598, -0.984, -1.414], [-2.019, -0.485, -1.248], [3.021, 0.007, -1.783], [2.140, -2.249, -2.579], [-2.193, 1.349, -1.647], [-3.560, -0.861, -1.909], [0.461, -0.118, -2.590], [-0.920, -0.821, -2.711], [3.864, 0.493, -0.769], [4.794, 1.350, -1.341], [4.553, 1.363, -2.762], [3.468, 0.537, -3.006], [2.339, -3.585, -2.190], [2.743, -4.314, -3.304], [2.795, -3.409, -4.421], [2.405, -2.168, -3.949], [-1.907, 2.226, -0.609], [-1.928, 3.534, -1.038], [-2.170, 3.486, -2.446], [-2.286, 2.137, -2.803], [-4.314, -0.184, -2.888], [-5.263, -1.052, -3.378], [-5.118, -2.297, -2.677], [-4.083, -2.164, -1.778], [0.954, -0.089, -3.578], [0.329, 0.932, -2.273], [-1.422, -0.526, -3.650], [-0.776, -1.916, -2.751], [3.703, 0.159, 0.257], [5.533, 1.929, -0.807], [5.074, 1.925, -3.532], [3.029, 0.304, -3.967], [2.170, -3.863, -1.157], [2.963, -5.374, -3.327], [3.066, -3.623, -5.442], [2.304, -1.269, -4.542], [-1.687, 1.830, 0.341], [-1.759, 4.371, -0.367], [-2.223, 4.346, -3.105], [-2.511, 1.699, -3.768], [-4.137, 0.843, -3.154], [-5.955, -0.810, -4.163], [-5.705, -3.177, -2.843], [-3.639, -2.836, -1.048], [-1.469, -3.033, 5.066], [-1.350, -1.288, 5.318], [-2.347, -0.875, 5.147], [-1.020, -1.059, 6.337]],
  "forces_ev_per_a": [[1.8, -0.5, 2.5], [-1.5, 0.2, -1.3], [-1.8, 1.9, 0.1], [-0.4, 0.0, -0.2], [0.3, -0.1, -0.7], [0.8, 0.8, -0.2], [0.0, 0.2, -1.0], [0.5, 0.3, 0.0], [0.3, -0.4, 0.8], [1.5, -0.8, 0.9], [0.5, -0.5, -0.2], [0.5, 0.1, 0.0], [-0.2, -0.1, 0.1], [0.3, 0.2, 0.0], [0.0, 0.3, 0.5], [0.2, -0.1, -0.1], [-0.5, 0.0, -0.1], [-0.8, 0.0, -0.1], [0.1, -0.4, 0.2], [-0.1, -0.2, -0.3], [0.0, -0.2, -0.3], [-0.1, -0.3, 0.0], [0.1, 0.0, -0.1], [0.1, -0.3, 0.3], [0.0, 0.0, 0.1], [2.8, -0.5, -3.3], [-0.8, 1.3, -2.4], [-0.1, 0.5, 0.7], [-1.0, -0.5, 0.7], [1.0, 0.4, 0.9], [-0.4, -0.2, 0.2], [-0.6, 0.1, -0.1], [0.4, 0.0, 0.1], [0.0, 0.6, -0.9], [-0.8, -0.6, 0.0], [-0.9, -0.6, 0.5], [0.6, 0.7, 0.8], [0.2, 0.1, -1.2], [-0.3, 0.8, 0.6], [-0.6, 0.6, 1.3], [0.1, -0.8, -0.3], [-0.7, -1.8, -2.0], [-0.2, 1.3, -2.4], [0.6, 1.4, 2.3], [-0.2, -1.4, 1.2], [-0.1, -1.1, -0.1], [1.0, 0.1, 0.8], [0.7, 0.5, 0.3], [-0.3, 0.6, -0.6], [-0.4, 0.0, 0.5], [0.2, -0.3, 0.0], [0.0, -0.2, 0.5], [-0.1, 0.3, 0.0], [0.2, 0.2, -0.4], [0.1, -0.2, -0.1], [0.0, -0.2, 0.3], [0.1, 0.1, 0.5], [0.1, -0.1, -0.2], [0.0, 0.2, 0.1], [0.0, -0.1, 0.1], [0.0, -0.3, 0.3], [-0.1, 0.0, 0.3], [-0.1, 0.0, -0.5], [-0.1, -0.3, 0.0], [0.3, 0.1, 0.1], [-0.2, -0.2, 0.1], [-0.2, 0.0, 0.0], [-0.1, -0.2, 0.1], [-0.2, 0.0, -0.3], [0.4, 0.2, -0.3], [-1.6, -0.2, 0.6], [0.2, -0.2, 0.3], [-0.1, -0.2, -0.1]],
  "lowdin_charge": [1.451, -0.174, -0.308, -0.230, -0.250, -0.304, -0.227, -0.151, -0.154, -0.224, 0.138, 0.120, 0.113, 0.087, 0.012, 0.119, 0.111, 0.121, 0.123, 0.127, 0.127, 0.133, 0.055, 0.024, 0.033, 1.106, 1.149, -0.271, -0.260, -0.145, -0.310, -0.397, -0.368, -0.155, -0.082, -0.064, -0.138, -0.147, -0.077, -0.061, -0.160, -0.043, 0.037, 0.047, 0.001, -0.132, -0.048, -0.056, -0.127, 0.064, 0.071, 0.092, 0.089, 0.086, 0.096, 0.106, 0.082, 0.091, 0.099, 0.103, 0.082, 0.039, 0.133, 0.135, 0.138, 0.076, 0.108, 0.105, 0.109, 0.619, -0.758, 0.020, 0.041],
  "multiplicity": 5,
  "s2": 6.035,
  "homo_ev": [-12.29, -12.29],
  "total_charge": 2,
  "lumo_ha": [-0.243, -0.348],
  "e_above_lowest_kj_mol": 155.3,
  "gap_ha": [0.208, 0.104]
}

{
  "formula": "CH4N3O3",
  "method": "ωB97M-V/def2-TZVPD",
  "symbols": ["C", "N", "N", "N", "O", "O", "O", "H", "H", "H", "H"],
  "positions_angstrom": [[-2.392, 0.522, 0.018], [2.767, 0.175, 0.294], [1.899, -0.248, -0.516], [-1.551, -0.458, 0.253], [-1.826, 1.749, 0.254], [-3.492, 0.354, -0.414], [-2.200, -1.715, 0.063], [-0.933, 1.525, 0.536], [3.077, -0.701, 0.777], [1.559, 0.589, -1.012], [-3.019, -1.374, -0.154]],
  "forces_ev_per_a": [[3.6, -1.7, 0.7], [-1.2, -1.6, -0.8], [1.3, 0.9, 0.9], [1.8, 0.2, 1.0], [-0.3, 1.0, -0.1], [-4.5, 0.9, -1.3], [3.0, -0.9, 0.7], [0.1, -0.1, 0.1], [0.1, 0.7, -0.1], [-0.3, -0.1, 0.0], [-3.7, 0.6, -1.1]],
  "lowdin_charge": [-0.815, -0.058, -0.020, -0.065, 0.010, -0.015, -0.133, 0.061, 0.032, 0.033, -0.030],
  "homo_ev": -2.62,
  "total_charge": -1,
  "lumo_ha": 0.137,
  "e_above_lowest_kj_mol": 139.9,
  "gap_ha": 0.234
}